[1]
Formula: C3H14N2O2
Source: the Open Molecules 2025 dataset
Level of theory: the ωB97M-V functional and the def2-TZVPD basis

## Properties
F_max	3.494	eV/A
energy	-10412.225	eV
HOMO level	-8.75	eV
structure (SMILES)	NCCCN.O.O

```
! RIJCOSX wB97M-V def2-TZVPD def2/J DEFGRID3
* xyz 0 1
N 1.074 2.008 0.780
C -0.318 1.712 0.490
C -0.631 0.179 0.628
C -2.022 -0.186 0.215
N -2.313 -1.624 0.211
H 1.302 1.861 1.735
H 1.198 2.996 0.647
H -0.549 2.113 -0.578
H -1.070 2.236 1.034
H -0.112 -0.388 -0.182
H -0.366 -0.145 1.645
H -2.224 0.345 -0.745
H -2.701 0.537 0.874
H -2.889 -2.092 -0.454
H -2.012 -2.284 0.853
O 2.294 0.147 -0.866
H 1.683 0.031 -1.646
H 1.824 0.923 -0.476
O 2.331 -2.850 -1.646
H 2.489 -2.032 -1.065
H 3.012 -3.487 -1.454
*
```

Atom charges from the Mulliken analysis, given in e for atoms 1 to 6: N -0.527; C -0.904; C -0.135; C -0.391; N -0.392; H 0.189


[2]
Formula: C17H20N4OS
Source: the Open Molecules 2025 dataset
Level of theory: the ωB97M-V functional and the def2-TZVPD basis

## Properties
F_max	1.633	eV/A
energy	-36797.724	eV
HOMO level	-8.06	eV
structure (SMILES)	CC(C)Cc1nnc(NC(=O)CCc2c[nH]c3ccccc23)s1

```
! RIJCOSX wB97M-V def2-TZVPD def2/J DEFGRID3
* xyz 0 1
C 3.288 -1.846 1.415
C 3.561 -0.755 2.445
C 4.648 -1.194 3.422
C 2.273 -0.413 3.214
C 1.241 0.179 2.329
N 1.357 1.315 1.744
N 0.307 1.668 1.010
C -0.637 0.786 1.030
N -1.816 0.943 0.358
C -2.757 -0.051 0.261
O -2.663 -1.077 0.893
C -3.862 0.266 -0.716
C -3.416 -0.120 -2.146
C -2.098 0.488 -2.493
C -1.856 1.727 -3.014
N -0.508 1.949 -3.098
C 0.154 0.852 -2.623
C 1.514 0.608 -2.482
C 1.890 -0.608 -1.954
C 0.940 -1.561 -1.574
C -0.409 -1.322 -1.703
C -0.818 -0.099 -2.234
S -0.291 -0.626 1.988
H 4.193 -2.079 0.858
H 2.526 -1.519 0.712
H 2.942 -2.755 1.905
H 3.888 0.150 1.925
H 4.332 -2.080 3.969
H 5.564 -1.432 2.886
H 4.866 -0.406 4.138
H 1.873 -1.314 3.683
H 2.511 0.312 3.995
H -1.881 1.767 -0.223
H -4.097 1.331 -0.678
H -4.748 -0.309 -0.445
H -3.339 -1.206 -2.205
H -4.184 0.211 -2.847
H -2.555 2.472 -3.344
H -0.073 2.782 -3.454
H 2.246 1.346 -2.772
H 2.939 -0.831 -1.830
H 1.276 -2.504 -1.169
H -1.133 -2.060 -1.390
*
```

Atom charges from the Mulliken analysis, given in e for atoms 1 to 6: C -0.907; C 0.706; C -1.630; C -0.895; C 0.574; N -0.553


[3]
Formula: C27H33N5O2
Source: the Open Molecules 2025 dataset
Level of theory: the ωB97M-V functional and the def2-TZVPD basis

## Properties
F_max	1.187	eV/A
energy	-40081.044	eV
HOMO level	-7.88	eV
structure (SMILES)	Cc1ccccc1-c1nc(CN2CCC(C(=O)N3CCN(c4ccccn4)CC3)CC2)c(C)o1

```
! RIJCOSX wB97M-V def2-TZVPD def2/J DEFGRID3
* xyz 0 1
C 2.012 -4.967 3.464
C 1.388 -6.262 3.061
C 1.327 -7.315 3.963
C 0.754 -8.529 3.626
C 0.223 -8.712 2.360
C 0.272 -7.680 1.446
C 0.849 -6.453 1.779
C 0.869 -5.411 0.774
N 1.383 -4.216 0.858
C 1.147 -3.620 -0.348
C 1.594 -2.227 -0.642
N 0.522 -1.464 -1.262
C 0.949 -0.208 -1.839
C 1.323 0.857 -0.800
C 0.140 1.123 0.146
C -0.962 1.887 -0.582
O -1.998 1.358 -0.942
N -0.731 3.201 -0.849
C 0.334 4.040 -0.354
C -0.248 5.085 0.618
N -1.263 5.868 -0.042
C -1.006 7.060 -0.667
C 0.082 7.886 -0.331
C 0.213 9.102 -0.965
C -0.725 9.489 -1.915
C -1.762 8.614 -2.174
N -1.902 7.443 -1.582
C -2.330 5.027 -0.546
C -1.768 3.976 -1.508
C -0.385 -0.207 0.704
C -0.624 -1.246 -0.398
C 0.472 -4.502 -1.145
C -0.050 -4.396 -2.527
O 0.296 -5.642 -0.432
H 2.849 -4.734 2.809
H 2.357 -5.010 4.494
H 1.296 -4.155 3.353
H 1.738 -7.180 4.953
H 0.722 -9.330 4.350
H -0.226 -9.655 2.088
H -0.139 -7.812 0.456
H 2.427 -2.260 -1.352
H 1.968 -1.798 0.300
H 1.801 -0.396 -2.499
H 0.119 0.164 -2.447
H 1.621 1.770 -1.319
H 2.176 0.507 -0.213
H 0.477 1.730 0.995
H 1.106 3.460 0.145
H 0.788 4.565 -1.205
H 0.549 5.716 1.005
H -0.717 4.564 1.460
H 0.804 7.596 0.415
H 1.042 9.750 -0.719
H -0.648 10.434 -2.429
H -2.530 8.850 -2.901
H -3.052 5.660 -1.058
H -2.804 4.528 0.305
H -2.550 3.286 -1.826
H -1.338 4.476 -2.382
H -1.325 -0.034 1.230
H 0.341 -0.595 1.422
H -0.902 -2.200 0.055
H -1.448 -0.907 -1.029
H -0.053 -3.349 -2.814
H -1.062 -4.795 -2.577
H 0.573 -4.963 -3.219
*
```

Atom charges from the Mulliken analysis, given in e for atoms 1 to 6: C -1.370; C 0.860; C -0.698; C -0.617; C -0.593; C -0.846


[4]
Formula: C36H85N7O13P
Source: the Open Molecules 2025 dataset
Level of theory: the ωB97M-V functional and the def2-TZVPD basis

## Properties
F_max	3.234	eV/A
energy	-85038.424	eV
HOMO level	-10.33	eV

```
! RIJCOSX wB97M-V def2-TZVPD def2/J DEFGRID3
* xyz 1 1
C 0.036 1.446 3.225
C 1.166 1.472 2.213
N 2.225 0.441 2.322
C 1.714 -0.913 2.536
C 0.702 -1.296 1.465
N 0.902 -2.667 0.921
C 2.230 -2.848 0.224
C 2.798 -1.676 -0.551
C 2.036 -1.200 -1.807
C 1.685 0.286 -1.741
O 0.289 0.517 -2.033
C -0.203 1.512 -1.232
C 0.363 2.889 -1.398
O -1.089 1.282 -0.435
C 0.850 -3.725 1.988
C -0.450 -3.818 2.784
O -1.336 -4.619 2.560
O -0.467 -2.920 3.802
C -1.707 -2.872 4.504
C -2.506 -1.635 4.230
O -2.032 -3.720 5.273
P -0.629 -3.052 -0.164
O -0.086 -3.904 -1.439
O -1.094 -1.628 -0.678
C 3.188 0.737 3.372
C 2.780 0.866 4.809
O 4.352 0.850 3.063
H -0.494 0.503 3.282
H -0.695 2.179 2.910
H 0.339 1.724 4.222
H 1.667 2.425 2.319
H 0.796 1.454 1.199
H 1.280 -1.048 3.523
H 2.568 -1.578 2.497
H 0.673 -0.569 0.674
H -0.276 -1.241 1.920
H 2.205 -3.723 -0.410
H 2.955 -3.070 0.994
H 2.981 -0.822 0.087
H 3.776 -2.008 -0.863
H 2.713 -1.283 -2.642
H 1.177 -1.803 -2.066
H 1.932 0.712 -0.773
H 2.277 0.823 -2.470
H -0.295 3.571 -0.886
H 1.342 3.002 -0.951
H 0.404 3.196 -2.434
H 0.968 -4.675 1.488
H 1.689 -3.607 2.658
H -2.215 -1.207 3.280
H -3.558 -1.834 4.307
H -2.212 -0.918 4.987
H 0.124 -4.782 -1.104
H -1.707 -1.694 -1.423
H 3.602 0.747 5.491
H 1.989 0.187 5.094
H 2.371 1.853 4.978
C 2.058 3.638 -8.049
C 2.167 4.400 -6.732
C 2.341 3.491 -5.508
O 1.157 2.843 -5.073
C 0.828 1.658 -5.777
N 1.009 5.288 -6.602
H 1.081 3.172 -8.176
H 2.198 4.320 -8.887
H 2.823 2.862 -8.120
H 3.063 5.026 -6.791
H 2.653 4.117 -4.667
H 3.140 2.755 -5.669
H 1.723 1.107 -6.079
H 0.214 1.875 -6.654
H 0.240 1.030 -5.106
H 1.127 5.873 -5.779
H 0.200 4.714 -6.381
C -8.715 -2.752 0.423
C -8.040 -1.410 0.690
C -6.645 -1.288 0.062
O -5.620 -1.983 0.754
C -5.522 -3.364 0.455
N -8.021 -1.170 2.136
H -8.299 -3.551 1.037
H -9.776 -2.688 0.659
H -8.623 -3.038 -0.626
H -8.661 -0.636 0.231
H -6.350 -0.236 0.094
H -6.658 -1.584 -0.995
H -5.764 -3.573 -0.591
H -6.165 -3.954 1.110
H -4.489 -3.665 0.644
H -7.668 -0.234 2.315
H -7.318 -1.782 2.541
C -5.819 -7.303 0.135
C -5.466 -8.782 0.278
C -4.645 -9.099 1.536
O -3.278 -8.740 1.453
C -3.000 -7.383 1.725
N -4.797 -9.228 -0.947
H -4.966 -6.708 -0.192
H -6.603 -7.178 -0.612
H -6.188 -6.893 1.077
H -6.406 -9.333 0.365
H -4.652 -10.181 1.682
H -5.102 -8.654 2.430
H -3.668 -6.975 2.488
H -3.069 -6.780 0.813
H -1.976 -7.317 2.092
H -4.653 -10.233 -0.902
H -3.856 -8.845 -0.939
C 5.248 8.458 -10.330
C 5.884 7.329 -9.525
C 4.943 6.712 -8.481
O 4.760 7.486 -7.311
C 3.792 8.516 -7.415
N 7.129 7.819 -8.927
H 5.175 9.381 -9.755
H 5.853 8.675 -11.209
H 4.249 8.184 -10.672
H 6.141 6.532 -10.229
H 5.391 5.775 -8.138
H 3.970 6.456 -8.923
H 2.958 8.221 -8.058
H 4.236 9.441 -7.786
H 3.407 8.707 -6.413
H 7.610 7.046 -8.476
H 6.880 8.436 -8.159
C 2.487 1.910 10.962
C 2.203 0.780 9.978
C 2.969 0.909 8.654
O 2.445 1.871 7.754
C 2.853 3.207 8.003
N 0.754 0.685 9.772
H 1.981 2.833 10.685
H 2.133 1.636 11.955
H 3.558 2.110 11.034
H 2.535 -0.151 10.446
H 2.895 -0.048 8.129
H 4.037 1.094 8.828
H 3.877 3.251 8.382
H 2.177 3.703 8.701
H 2.809 3.747 7.056
H 0.550 -0.130 9.201
H 0.473 1.471 9.193
*
```

Atom charges from the Mulliken analysis, given in e for atoms 1 to 6: C -1.189; C 0.076; N 0.516; C -1.815; C -0.811; N 0.088


[5]
Formula: C2H2Cl2O2S
Source: the Open Molecules 2025 dataset
Level of theory: the ωB97M-V functional and the def2-TZVPD basis

## Properties
F_max	7.262	eV/A
energy	-42077.434	eV
HOMO level (spin up / spin down)	-10.19 / -10.18	eV
structure (SMILES)	O=S(=O)=CC(Cl)Cl

```
! RIJCOSX wB97M-V def2-TZVPD def2/J DEFGRID3
* xyz 0 1
O -2.937 0.377 -0.130
S -1.538 0.510 -0.485
O -1.114 1.737 -1.113
C -0.533 -0.374 0.547
C 1.297 -0.132 0.246
Cl 2.217 -0.939 1.393
Cl 1.654 -0.725 -1.392
H -0.621 -1.353 0.767
H 1.575 0.899 0.167
*
```

Atom charges from the Mulliken analysis, given in e for atoms 1 to 6: O -0.473; S 0.897; O -0.451; C -0.398; C -0.053; Cl -0.110


[6]
Formula: ClH40O24
Source: the Open Molecules 2025 dataset
Level of theory: the ωB97M-V functional and the def2-TZVPD basis

## Properties
F_max	3.398	eV/A
energy	-62307.696	eV
HOMO level	-7.20	eV

```
! RIJCOSX wB97M-V def2-TZVPD def2/J DEFGRID3
* xyz -1 1
Cl 0.141 0.036 -0.130
O -0.972 1.035 -0.283
O 1.463 0.739 0.065
O -0.191 -0.845 1.047
O 0.214 -0.737 -1.389
O -2.246 -0.405 3.054
H -1.544 -0.233 2.383
H -1.841 -0.429 3.901
O 0.165 2.587 -2.304
H -0.443 2.333 -1.595
H 0.512 3.368 -1.851
O -1.522 -3.290 -2.786
H -1.437 -2.974 -3.710
H -0.734 -2.928 -2.337
O 0.967 -0.023 3.361
H 1.898 0.024 3.092
H 0.605 -0.714 2.767
O -3.100 2.712 -1.651
H -2.948 2.635 -0.682
H -2.975 1.804 -1.785
O -1.163 -4.280 0.801
H -1.162 -3.536 0.184
H -1.090 -3.808 1.613
O 1.078 -3.639 -1.039
H 0.791 -2.830 -0.659
H 1.283 -4.265 -0.349
O 2.944 -1.534 0.590
H 2.402 -2.244 1.006
H 2.426 -0.757 0.486
O -4.175 0.470 1.148
H -5.012 0.919 1.120
H -3.648 1.182 0.799
O -2.890 2.760 0.978
H -3.281 3.320 1.668
H -2.174 2.295 1.445
O 3.767 -1.120 -2.258
H 3.763 -2.077 -2.431
H 2.886 -0.816 -2.453
O -0.839 -2.937 3.238
H -1.218 -3.683 3.669
H -1.595 -2.423 2.872
O -2.595 -1.565 0.004
H -3.247 -0.968 0.413
H -1.800 -1.387 0.433
O 4.498 0.509 -0.278
H 3.987 -0.190 -0.712
H 5.294 0.581 -0.800
O -0.734 1.945 2.529
H -0.430 2.727 2.053
H 0.041 1.501 2.785
O 1.120 -1.430 -4.288
H 0.987 -0.522 -3.974
H 1.087 -1.396 -5.220
O 2.631 3.131 -0.886
H 3.135 3.596 -1.534
H 2.791 2.224 -1.000
O 0.051 3.741 0.617
H 0.667 4.361 0.239
H 0.418 2.894 0.478
O -2.524 0.113 -2.459
H -2.235 0.265 -3.307
H -1.871 -0.352 -1.967
O 2.952 1.584 2.022
H 2.790 1.154 1.193
H 3.874 1.802 2.082
*
```

Atom charges from the Mulliken analysis, given in e for atoms 1 to 6: Cl -0.250; O 0.451; O 0.207; O 0.307; O -0.014; O -0.677


[7]
Formula: C43H66BNO11
Source: the Open Molecules 2025 dataset
Level of theory: the ωB97M-V functional and the def2-TZVPD basis

## Properties
F_max	1.232	eV/A
energy	-70350.366	eV
HOMO level	-8.44	eV
structure (SMILES)	COB(O)c1cc(CCO)c2c(c1)C(=O)C(CCCNCc1ccccc1O)=CC2=O.C1CCOC1.C1CCOC1.C1CCOC1.C1CCOC1.C1CCOC1

```
! RIJCOSX wB97M-V def2-TZVPD def2/J DEFGRID3
* xyz 0 1
C 2.213 -1.934 3.710
O 1.215 -0.923 3.527
B -0.093 -1.334 3.717
O -0.617 -1.523 4.973
C -1.011 -1.548 2.465
C -0.482 -1.418 1.179
C -1.245 -1.611 0.023
C -0.633 -1.467 -1.344
C -0.689 -0.039 -1.875
O 0.171 0.832 -1.159
C -2.591 -1.956 0.198
C -3.132 -2.103 1.477
C -2.356 -1.896 2.610
C -4.557 -2.524 1.605
O -5.273 -2.131 2.487
C -5.018 -3.460 0.545
C -5.984 -4.531 0.931
C -6.084 -5.650 -0.101
C -4.722 -6.339 -0.341
N -4.311 -6.221 -1.758
C -2.866 -6.287 -1.944
C -2.354 -5.338 -3.010
C -3.175 -4.487 -3.741
C -2.650 -3.615 -4.691
C -1.277 -3.596 -4.933
C -0.442 -4.434 -4.202
C -0.975 -5.291 -3.243
O -0.162 -6.105 -2.495
C -4.507 -3.292 -0.674
C -3.525 -2.223 -0.934
O -3.509 -1.607 -1.968
H 2.186 -2.652 2.889
H 2.051 -2.456 4.654
H 3.191 -1.475 3.701
H 0.066 -1.870 5.558
H 0.567 -1.174 1.076
H -1.116 -2.134 -2.051
H 0.411 -1.775 -1.274
H -1.726 0.293 -1.867
H -0.328 -0.050 -2.899
H -0.209 0.986 -0.288
H -2.770 -2.024 3.599
H -5.625 -4.971 1.862
H -6.976 -4.142 1.157
H -6.769 -6.396 0.293
H -6.460 -5.279 -1.051
H -3.954 -5.905 0.288
H -4.836 -7.398 -0.104
H -4.760 -6.957 -2.282
H -2.343 -6.030 -1.025
H -2.525 -7.290 -2.218
H -4.236 -4.500 -3.551
H -3.286 -2.955 -5.260
H -0.855 -2.941 -5.679
H 0.626 -4.418 -4.378
H 0.719 -6.094 -2.879
H -4.777 -3.928 -1.504
C 7.071 0.995 4.634
C 7.529 -0.204 5.459
C 6.227 -0.973 5.633
O 5.443 -0.713 4.465
C 6.027 0.363 3.724
H 7.873 1.481 4.081
H 6.604 1.739 5.283
H 8.245 -0.799 4.888
H 7.990 0.065 6.407
H 5.672 -0.621 6.509
H 6.380 -2.049 5.730
H 6.486 -0.049 2.819
H 5.244 1.061 3.427
C 0.768 5.129 -2.451
C 1.350 3.722 -2.552
C 2.699 3.995 -3.203
O 3.107 5.297 -2.766
C 2.005 5.954 -2.134
H -0.011 5.229 -1.696
H 0.356 5.434 -3.414
H 1.488 3.298 -1.557
H 0.735 3.032 -3.127
H 2.616 4.011 -4.295
H 3.461 3.267 -2.922
H 2.198 5.986 -1.056
H 1.936 6.979 -2.505
C 4.511 7.813 -0.451
C 5.920 8.398 -0.428
C 5.929 9.131 0.907
O 5.058 8.402 1.774
C 4.304 7.454 1.013
H 4.400 6.958 -1.116
H 3.794 8.579 -0.756
H 6.658 7.592 -0.421
H 6.139 9.051 -1.271
H 5.541 10.150 0.802
H 6.921 9.183 1.357
H 4.686 6.451 1.232
H 3.258 7.499 1.319
C -6.219 -5.721 5.887
C -5.463 -7.047 5.888
C -5.595 -7.480 4.435
O -5.652 -6.279 3.659
C -5.846 -5.152 4.526
H -5.947 -5.059 6.707
H -7.295 -5.904 5.937
H -4.413 -6.878 6.137
H -5.864 -7.782 6.585
H -6.520 -8.043 4.271
H -4.755 -8.087 4.095
H -4.910 -4.586 4.574
H -6.617 -4.505 4.108
C 1.623 8.887 -5.873
C 2.596 7.999 -6.643
C 2.420 6.663 -5.935
O 1.063 6.626 -5.479
C 0.478 7.924 -5.596
H 1.306 9.773 -6.421
H 2.078 9.212 -4.934
H 2.283 7.920 -7.687
H 3.626 8.354 -6.623
H 3.079 6.580 -5.064
H 2.601 5.809 -6.589
H -0.238 7.909 -6.425
H -0.062 8.158 -4.677
*
```

Atom charges from the Mulliken analysis, given in e for atoms 1 to 6: C -0.419; O -0.608; B 0.945; O -0.538; C -0.353; C -0.533


[8]
Formula: C6H12N3O
Source: the Open Molecules 2025 dataset
Level of theory: the ωB97M-V functional and the def2-TZVPD basis

## Properties
F_max	5.320	eV/A
energy	-12919.453	eV
HOMO level (spin up / spin down)	-11.10 / -11.10	eV

```
! RIJCOSX wB97M-V def2-TZVPD def2/J DEFGRID3
* xyz 1 1
C 1.023 -2.078 0.808
C -0.083 -1.185 -1.195
C -0.205 1.171 -2.154
C 1.021 -1.112 1.898
C 0.363 0.353 -1.050
C -1.575 1.265 1.718
N 0.487 -2.124 -0.374
N 0.158 -0.152 2.187
N 1.204 0.756 -2.240
O -1.015 0.034 1.552
H 1.580 -3.088 0.940
H -1.166 -0.958 -0.994
H -0.125 -1.332 -2.235
H -0.938 0.632 -2.852
H -0.622 2.154 -2.053
H 1.814 -1.093 2.640
H -1.500 1.977 0.864
H -1.255 1.773 2.532
H -2.715 1.250 1.883
H 0.299 0.067 3.147
H 1.499 0.172 -3.023
H 1.751 1.518 -1.999
*
```

Atom charges from the Mulliken analysis, given in e for atoms 1 to 6: C -0.159; C -0.614; C -0.549; C 0.117; C -0.276; C -0.672